Molecular formula: C42H38N8NaS4Si
Method: DFT, ωB97M-V with the def2-TZVPD basis set

Geometry as XYZ:
```
94
Properties=species:S:1:pos:R:3:forces:R:3
Na 0.1212 -0.4229 0.2860 -0.301 -0.095 -0.462
C -3.1145 2.1145 4.3421 0.455 0.226 -0.323
S -1.7531 3.0590 3.5825 -0.113 -0.014 0.270
C -1.0356 1.8315 2.4950 -1.171 -0.449 -0.068
S -2.0388 0.7275 1.7332 0.208 -0.478 0.018
N 0.2524 2.0055 2.4301 1.435 0.781 0.417
N 0.9805 1.2076 1.6396 0.444 0.012 -0.005
C 2.2579 1.4349 1.6982 -1.084 0.856 0.728
C 3.2337 0.6871 0.9831 0.954 -0.739 -0.683
C 4.6047 0.9245 1.2429 -0.469 0.129 0.034
C 5.5619 0.1584 0.6271 -0.030 -0.327 -0.329
C 5.1543 -0.8380 -0.2615 0.064 0.203 0.149
C 3.7925 -0.9764 -0.4869 0.360 -0.280 -0.283
N 2.8578 -0.2570 0.0965 -0.398 0.433 0.621
H -3.7640 2.8371 4.8260 -0.105 0.071 0.037
H -2.7099 1.4206 5.0768 -0.062 -0.043 0.007
H -3.6322 1.5757 3.5544 -0.145 0.012 0.072
H 2.6221 2.2329 2.3549 -0.131 -0.109 -0.090
H 4.8794 1.7022 1.9407 -0.003 0.056 0.072
H 6.6151 0.3142 0.8218 0.025 0.042 0.054
H 5.8796 -1.4743 -0.7483 -0.065 -0.038 -0.109
H 3.4253 -1.7301 -1.1766 0.035 -0.075 -0.086
N -0.3443 -3.9425 -2.5290 1.063 0.088 0.584
C -1.5983 -4.1045 -3.0950 -1.092 -0.048 -0.537
C -1.8090 -5.0667 -4.0706 0.191 0.140 0.193
C -3.0469 -5.1960 -4.6831 -0.154 -0.018 -0.024
C -4.0968 -4.3853 -4.2954 -0.018 -0.077 -0.108
C -3.9076 -3.4372 -3.2993 0.145 0.046 0.076
C -2.6662 -3.2822 -2.7146 0.525 -0.256 0.297
S -2.4089 -2.0585 -1.4608 -0.702 0.380 -0.382
N -0.9749 -2.4846 -0.7732 1.403 -1.167 -0.250
C -0.1375 -3.3232 -1.2925 -2.527 1.056 -0.685
C 1.0490 -3.6489 -0.5539 2.027 -0.539 1.400
C 1.9155 -4.7168 -0.8890 -0.907 0.621 -0.250
C 3.0238 -4.9532 -0.1132 0.593 0.347 0.820
C 3.2711 -4.1379 0.9948 -0.270 -0.391 -0.563
C 2.3535 -3.1267 1.2617 0.480 -0.192 0.404
N 1.2891 -2.8846 0.5366 -0.543 -0.259 -1.046
H 0.3601 -4.5937 -2.8348 -0.143 0.111 0.026
H -0.9860 -5.7071 -4.3569 0.097 -0.098 -0.081
H -3.1822 -5.9356 -5.4590 -0.022 -0.047 -0.041
H -5.0650 -4.4864 -4.7610 -0.093 0.006 -0.064
H -4.7125 -2.7926 -2.9806 -0.175 0.111 0.020
H 1.7163 -5.3709 -1.7297 -0.004 0.078 0.037
H 3.7062 -5.7578 -0.3584 -0.047 -0.014 -0.009
H 4.1380 -4.2937 1.6203 -0.009 0.058 0.041
H 2.4887 -2.4671 2.1087 0.105 0.046 0.105
C 3.3266 -1.4431 -4.2115 -0.224 -0.319 -0.132
N 4.0623 -0.2907 -3.7888 0.160 0.434 0.307
C 5.4224 -0.1077 -3.8648 0.537 0.157 -0.035
C 5.7108 1.1113 -3.3640 0.260 -0.279 -0.138
N 4.5188 1.6750 -2.9763 0.086 -0.313 -0.022
C 3.4886 0.8130 -3.2228 -0.542 0.337 0.021
S 1.8931 1.0881 -2.9508 -0.463 0.052 0.189
H 3.6333 -1.7387 -5.2164 -0.025 0.025 0.026
H 2.2693 -1.1735 -4.2075 0.030 -0.026 -0.042
H 3.4787 -2.2839 -3.5285 0.006 0.016 0.006
H 6.0609 -0.8619 -4.2746 0.208 -0.102 -0.069
H 6.6475 1.6163 -3.2500 0.172 0.021 -0.010
H 4.3780 2.5769 -2.5577 -0.114 -0.076 0.008
C -0.2611 1.4785 -6.1668 0.122 0.063 -0.285
C -0.2470 2.6310 -5.4009 0.135 0.105 -0.109
C -0.7713 2.6224 -4.1220 0.002 0.034 -0.155
C -1.3175 1.4647 -3.5728 -0.664 0.538 0.336
C -1.2987 0.3072 -4.3502 0.029 -0.059 -0.139
C -0.7879 0.3133 -5.6336 0.028 -0.181 -0.043
Si -2.0588 1.4324 -1.8289 1.104 -1.090 0.814
C -2.0384 3.1820 -1.1157 -0.397 -0.309 -0.547
C -3.2051 3.8489 -0.7503 -0.013 0.048 0.013
C -3.1610 5.1129 -0.1933 -0.123 0.140 0.129
C -1.9451 5.7402 0.0121 0.020 0.177 0.092
C -0.7738 5.0854 -0.3312 0.108 0.148 0.032
C -0.8222 3.8199 -0.8799 0.003 -0.035 -0.013
C -3.8459 0.8249 -2.0693 0.402 0.613 -0.255
C -4.5991 0.3965 -0.9784 -0.077 0.035 0.070
C -5.8580 -0.1472 -1.1445 -0.174 -0.110 0.112
C -6.3958 -0.2902 -2.4134 -0.208 -0.085 -0.073
C -5.6655 0.1367 -3.5101 -0.134 -0.183 -0.149
C -4.4082 0.6848 -3.3378 -0.037 -0.025 -0.039
H 0.1249 1.4912 -7.1786 0.058 -0.017 -0.034
H 0.1757 3.5414 -5.8063 0.015 0.085 -0.042
H -0.7700 3.5329 -3.5396 -0.005 0.118 0.026
H -1.7077 -0.6101 -3.9464 -0.041 -0.114 0.059
H -0.7964 -0.5944 -6.2239 -0.022 -0.085 -0.059
H -4.1604 3.3684 -0.9071 -0.142 -0.037 -0.042
H -4.0776 5.6169 0.0829 -0.100 0.035 0.035
H -1.9071 6.7277 0.4509 -0.003 0.087 0.044
H 0.1800 5.5648 -0.1608 0.122 0.046 0.036
H 0.0958 3.3064 -1.1293 0.194 -0.094 -0.016
H -4.1797 0.4744 0.0141 0.060 0.037 0.152
H -6.4179 -0.4795 -0.2813 -0.070 -0.031 0.103
H -7.3728 -0.7363 -2.5506 -0.070 0.004 0.019
H -6.0754 0.0305 -4.5056 -0.062 0.000 -0.115
H -3.8485 1.0019 -4.2069 0.023 0.061 -0.065
```
Positions in Å, forces in eV/Å.

Results
**Energy relative to the best compared isomer or geometry (same formula, charge and spin)**: 2.296 eV
**Total charge**: -1
**2S+1**: 1
**Frontier orbital gap**: 3.41 eV
**Total energy**: -111728.147 eV
**HOMO energy**: -1.9 eV


Molecular formula: C42H40As2BaF2N2O3S3
Method: DFT, ωB97M-V with the def2-TZVPD basis set

Geometry as XYZ:
```
95
Properties=species:S:1:pos:R:3:forces:R:3
Ba -1.4162 -0.2861 0.0818 0.079 -0.042 -0.164
C 3.0389 -0.6166 3.7531 0.021 0.056 0.008
O 2.4168 -1.2822 2.6537 -0.030 -0.009 0.003
C 1.1104 -1.1210 2.4169 -0.028 -0.085 -0.077
O 0.6258 -1.6464 1.4283 -0.011 0.024 0.124
N 0.4020 -0.4126 3.3378 0.019 0.009 0.001
N -0.9316 -0.1095 3.0276 -0.070 -0.031 0.017
H 4.0752 -0.9388 3.7435 -0.003 -0.011 -0.007
H 2.5793 -0.9046 4.6997 0.000 -0.013 -0.006
H 3.0097 0.4673 3.6134 -0.008 -0.006 -0.003
H 0.9056 0.2672 3.8867 0.001 0.004 0.003
H -0.9671 0.8504 2.6687 0.031 0.065 0.030
H -1.5107 -0.2556 3.8425 0.003 -0.001 -0.001
C -0.3985 -1.5934 -4.4498 -0.102 -0.005 -0.020
C 0.8130 -2.2792 -3.8305 0.083 -0.035 0.067
As 0.7085 -2.4469 -1.8718 0.055 0.048 -0.015
C 2.3968 -3.3580 -1.5616 0.026 0.009 0.050
C 2.7169 -4.5673 -2.1712 -0.036 0.010 -0.004
C 3.9447 -5.1658 -1.9345 0.010 -0.008 0.001
C 4.8600 -4.5607 -1.0821 -0.006 0.014 0.003
C 4.5415 -3.3621 -0.4618 0.001 -0.007 -0.001
C 3.3112 -2.7629 -0.6988 -0.013 0.013 0.003
C -0.5362 -3.9322 -1.6734 -0.020 -0.001 -0.031
C -0.9202 -4.2479 -0.3702 -0.006 -0.001 0.020
C -1.8254 -5.2712 -0.1312 -0.006 -0.002 0.001
C -2.3638 -5.9841 -1.1936 0.016 0.010 -0.010
C -1.9900 -5.6730 -2.4928 -0.017 -0.010 0.015
C -1.0801 -4.6515 -2.7322 0.014 -0.010 -0.010
As -0.8678 0.0570 -3.4728 -0.074 0.044 0.015
C -2.1288 0.8824 -4.7039 0.062 -0.069 -0.109
C -2.0514 0.7777 -6.0922 0.025 -0.008 0.039
C -2.9850 1.4099 -6.8998 -0.024 0.022 0.009
C -4.0120 2.1487 -6.3272 0.006 -0.009 0.001
C -4.1107 2.2393 -4.9469 -0.022 0.007 -0.012
C -3.1778 1.6029 -4.1397 0.002 0.004 0.101
C 0.7909 1.0244 -3.8071 0.034 0.019 -0.053
C 1.7008 1.0878 -2.7595 0.024 -0.010 0.054
C 2.9376 1.6978 -2.9213 0.022 0.015 -0.022
C 3.2708 2.2623 -4.1421 -0.003 -0.004 0.002
C 2.3632 2.2172 -5.1943 0.009 0.002 0.023
C 1.1328 1.6007 -5.0283 -0.057 -0.012 -0.017
H -1.2880 -2.2260 -4.4025 0.020 -0.018 -0.014
H -0.2054 -1.3694 -5.4997 -0.002 0.024 -0.004
H 1.7141 -1.6835 -3.9970 -0.018 0.004 -0.015
H 0.9950 -3.2597 -4.2758 -0.008 0.007 -0.016
H 1.9977 -5.0521 -2.8225 0.011 -0.007 -0.003
H 4.1873 -6.1074 -2.4105 0.000 0.000 -0.001
H 5.8179 -5.0293 -0.8964 -0.001 -0.003 -0.001
H 5.2476 -2.8959 0.2141 0.000 0.001 0.000
H 3.0518 -1.8400 -0.1917 -0.002 -0.010 -0.002
H -0.4958 -3.6983 0.4650 0.003 -0.001 -0.003
H -2.1144 -5.5072 0.8848 -0.003 0.000 -0.001
H -3.0760 -6.7778 -1.0100 -0.001 0.000 0.003
H -2.4093 -6.2249 -3.3245 0.000 -0.002 0.000
H -0.7995 -4.4248 -3.7537 0.000 0.000 0.009
H -1.2624 0.1983 -6.5559 -0.008 0.005 -0.001
H -2.9122 1.3247 -7.9767 0.000 -0.004 0.000
H -4.7413 2.6420 -6.9568 0.003 0.001 -0.003
H -4.9214 2.7956 -4.4944 0.002 0.002 0.007
H -3.2780 1.6521 -3.0599 -0.010 0.004 -0.015
H 1.4449 0.6739 -1.7916 -0.020 -0.018 0.002
H 3.6242 1.7450 -2.0844 -0.004 0.002 0.003
H 4.2304 2.7457 -4.2750 0.001 -0.004 0.004
H 2.6145 2.6670 -6.1467 -0.001 0.002 -0.001
H 0.4304 1.5889 -5.8521 0.004 0.001 -0.007
F -4.5090 0.3369 1.3856 0.012 0.042 -0.011
C -4.1234 -0.5170 0.3403 -0.001 -0.010 -0.070
F -3.7998 0.4786 -0.7572 -0.035 -0.058 0.072
H -5.0715 -0.9121 -0.0435 -0.003 0.012 0.013
O -0.3127 1.6902 1.1264 0.057 -0.036 0.042
C 0.4776 2.7901 0.9391 -0.004 0.169 -0.010
C 1.9591 2.4194 1.1080 -0.054 -0.061 -0.046
C 2.5256 1.2346 0.7400 -0.031 0.009 0.019
C 3.9337 1.1999 0.9330 0.014 -0.030 0.050
C 4.4109 2.3613 1.4601 -0.009 0.019 -0.047
S 3.1533 3.4974 1.7105 0.033 0.015 0.053
C 0.2982 3.3273 -0.4808 0.038 -0.039 0.047
C 1.1373 4.0277 -1.2888 -0.008 0.054 -0.017
C 0.5463 4.3632 -2.5424 -0.012 -0.047 -0.013
C -0.7222 3.8908 -2.6612 0.019 0.014 0.045
S -1.2200 3.0637 -1.2403 -0.025 0.032 -0.057
C 0.1203 3.9035 1.9327 0.039 -0.028 -0.036
C -0.3176 3.7421 3.2116 0.007 0.009 0.039
C -0.4943 4.9712 3.9045 -0.003 -0.016 0.004
C -0.1863 6.0472 3.1319 -0.015 -0.001 -0.023
S 0.2973 5.5743 1.5606 0.011 -0.019 0.017
H 1.9426 0.4082 0.3576 0.017 -0.004 -0.030
H 4.5573 0.3467 0.7009 -0.008 -0.002 0.005
H 5.4289 2.6063 1.7176 0.000 0.006 -0.004
H 2.1519 4.2788 -1.0100 -0.013 0.022 -0.005
H 1.0579 4.9041 -3.3260 -0.002 -0.006 -0.002
H -1.3871 3.9721 -3.5068 -0.005 0.003 0.006
H -0.5210 2.7736 3.6444 0.005 -0.025 -0.005
H -0.8447 5.0488 4.9238 0.002 -0.002 -0.001
H -0.2444 7.0909 3.3947 0.001 0.003 -0.006
```
Positions in Å, forces in eV/Å.

Results
**Energy relative to the best compared isomer or geometry (same formula, charge and spin)**: 0.000 eV
**2S+1**: 1
**Frontier orbital gap**: 7.53 eV
**Total energy**: -213637.286 eV
**HOMO energy**: -7.2 eV


Q: Look up the HOMO energy of the second one.
A: -7.2 eV


Q: Which value of 2S+1 does entry 2 give?
A: 1


Q: Among the records above, which one has the highest HOMO energy?
A: C42H38N8NaS4Si


Q: Look up the frontier orbital gap of the second one.
A: 7.53 eV